A molecular structure, C16H22N2NaO2SSe2 in a non-equilibrium geometry, computed with the ωB97M-V functional and the def2-TZVPD basis.

CARTESIAN COORDINATES (ANGSTROEM)
Na 0.49898 -0.01805 -0.44233
C 0.44317 -0.80654 4.38161
Se 0.33755 0.43578 2.78358
C -1.60640 0.40000 2.81495
C -2.23912 -0.90276 2.33122
Se -1.50818 -1.49984 0.61046
C -0.93324 -3.25445 1.21805
H -0.23258 -0.48546 5.17635
H 1.46879 -0.76288 4.74828
H 0.21277 -1.83653 4.10410
H -1.91171 1.23234 2.19019
H -1.90206 0.61024 3.84120
H -3.31786 -0.77782 2.23737
H -2.04824 -1.70932 3.03741
H -1.78910 -3.83604 1.54951
H -0.20853 -3.14983 2.02521
H -0.46155 -3.74220 0.36659
N 2.90455 0.13842 -0.39558
C 3.47166 -1.22603 -0.28147
C 2.41889 -2.21701 0.22601
C 1.46183 -2.65056 -0.91470
O 1.65314 -3.77604 -1.40563
O 0.57879 -1.80241 -1.24929
H 3.59563 0.77271 -0.77370
H 2.67760 0.47494 0.53783
H 4.34102 -1.24344 0.38229
H 3.80968 -1.54366 -1.27002
H 1.86385 -1.74532 1.04825
H 2.91047 -3.11319 0.59817
S -0.23760 4.60165 -0.14180
C 1.30174 4.26445 0.50998
C 1.37370 2.99113 0.98225
C 0.18888 2.18151 0.84446
C -0.77233 2.94581 0.22757
C -2.15528 2.62335 -0.16837
C -3.17520 3.58564 -0.12352
C -4.45711 3.24106 -0.50434
C -4.71425 1.94168 -0.92161
C -3.65555 1.04870 -0.92441
N -2.41240 1.37097 -0.56555
H 2.06376 5.03365 0.50822
H 2.26533 2.62601 1.49427
H -2.95073 4.58371 0.22996
H -5.25473 3.97460 -0.46593
H -5.70293 1.62892 -1.23357
H -3.79641 0.01481 -1.22740

- ΔE to the lowest compared entry with this formula, charge and spin (kJ/mol) = 38.4
- electronic energy (eV) = -169969.74679
- HOMO (eV) = -4.26
- charge = -1
- LUMO energy (eV) = 2.24